22
Properties=species:S:1:pos:R:3 method="wB97M-V/def2-TZVPD" orbital_gap_ev=10.13 e_tot_ha=-830.31478 smiles=CC[Si](C)(P)CC e_above_lowest_ev=0.257
C 1.09943 1.63220 -1.96852
C 1.23755 0.65720 -0.72126
Si -0.44557 0.02751 -0.02426
C -1.20679 1.33903 1.13436
P -1.52347 -0.53282 -1.88712
C -0.22086 -1.67579 0.86789
C 0.92215 -1.85406 1.83658
H 0.58285 1.25766 -2.84126
H 0.44768 2.50250 -1.71340
H 2.18711 1.94997 -2.14887
H 1.84930 1.20957 0.05646
H 1.79719 -0.18366 -1.05891
H -2.17307 0.93233 1.46566
H -0.65148 1.40768 2.04820
H -1.40899 2.18942 0.65720
H -2.73842 -1.22310 -1.44266
H -2.34988 0.62336 -1.78830
H -1.11821 -2.08230 1.33519
H -0.09594 -2.46390 0.12688
H 1.80964 -1.54569 1.30092
H 1.00958 -1.15864 2.69770
H 0.99020 -3.00847 2.06750